Computed, not measured: a 14-piece molecular cluster, H32O17P overall, with the ωB97M-V functional and the def2-TZVPD basis.

ORCA input file:
```
! RIJCOSX wB97M-V def2-TZVPD def2/J DEFGRID3
* xyz 3 1
O -1.01 0.76 0.85
O 0.17 -2.51 -2.86
O 2.91 -0.02 -1.60
H 1.95 -0.79 3.39
H -0.85 2.65 -0.08
O 0.95 -3.20 0.82
O 1.20 -0.25 3.15
H -3.02 -0.41 -1.42
H 0.37 -0.57 3.51
H -3.00 2.65 1.36
H 1.16 -0.35 2.19
O -1.23 3.52 0.03
H -0.21 1.75 1.99
O 1.03 -0.86 0.84
H 1.13 -3.44 -0.09
H 0.85 -2.00 -3.30
P 0.07 -0.01 -0.01
H -1.41 -1.46 0.60
H 2.40 3.56 -0.97
H -2.34 -1.95 1.69
H 1.76 -3.29 1.34
H 1.79 2.39 -0.23
H 3.22 1.36 0.55
H 0.68 -3.07 -2.26
H -0.32 -1.96 -2.25
O -2.55 -3.52 -1.49
O -1.81 -2.26 0.95
H 0.41 3.12 2.05
O -2.86 1.93 1.97
H 2.37 0.28 1.18
O 0.11 2.40 2.61
O 2.48 3.04 -0.17
H 2.12 0.38 -1.22
O -3.40 -0.02 -0.64
H -3.47 -3.41 -1.23
O 0.91 1.12 -0.68
O 3.26 0.64 1.18
H 3.22 -0.82 -1.15
H -0.66 3.96 0.65
H -3.59 1.31 1.97
H 0.12 0.89 -3.61
H -2.10 1.46 1.61
O -0.34 1.17 -2.82
H 2.74 -0.31 -2.50
H 0.78 -2.26 0.73
O -0.61 -0.76 -1.15
H 0.26 1.44 -2.13
H -2.05 -3.14 -0.77
H -0.92 0.53 -2.39
H -2.65 0.33 -0.16
*
```

Calculated values
- LUMO energy (eV) = -11.90

=====

Computed, not measured: an isolated ion of composition C4H8NO2 and charge -1, with the ωB97M-V functional and the def2-TZVPD basis.

ORCA input file:
```
! RIJCOSX wB97M-V def2-TZVPD def2/J DEFGRID3
* xyz -1 1
O 0.01 -0.38 -3.20
H 1.72 1.28 0.32
C -0.48 -0.61 -2.07
N 0.41 -0.40 -0.96
H 0.83 1.39 1.76
C -0.42 -0.91 1.33
H -0.87 -1.74 0.79
H 0.25 2.30 0.35
H 1.26 -0.06 -1.37
O -1.64 -0.99 -1.79
H -1.07 -0.57 2.13
H 0.47 -1.34 1.79
H -1.06 0.57 0.01
C -0.10 0.09 0.25
C 0.69 1.36 0.67
*
```

Calculated values
- LUMO energy (eV) = 3.88
- SMILES = CC(C)NC(=O)[O-]

=====

Computed, not measured: C35H31CoN5O5S as an isolated structure, with the ωB97M-V functional and the def2-TZVPD basis.

ORCA input file:
```
! RIJCOSX wB97M-V def2-TZVPD def2/J DEFGRID3
* xyz 0 2
S 1.32 -2.56 1.10
H 4.36 -1.39 -2.51
C -2.52 1.62 1.60
N -1.07 2.78 0.30
C 2.60 -2.92 -0.07
H -4.13 0.61 -3.06
C -4.16 0.21 2.70
C 2.28 3.55 -2.04
O 0.80 -3.81 1.62
H 0.54 7.74 -2.80
H -3.85 -1.73 -3.85
H -3.44 -2.13 1.26
H -1.53 7.20 -1.55
C -3.38 -0.04 -2.63
C 2.96 -1.94 -0.98
C 4.83 -3.31 -1.68
H 6.17 -2.75 -3.27
C -4.59 2.56 2.42
H 1.75 1.54 4.99
C 1.79 0.48 4.74
H -4.48 -0.75 3.05
C -0.87 5.24 -1.00
C 1.28 4.55 -1.88
O 1.10 0.93 0.07
H -2.66 1.46 -1.25
C -2.58 -2.00 1.93
C -2.94 0.37 2.07
N -1.29 1.70 0.93
H -3.03 3.68 1.44
H 6.11 -4.49 -2.95
C 0.56 0.11 3.96
H 0.46 -4.28 -0.69
C 4.45 -4.28 -0.75
C -1.04 -4.21 -2.23
C -2.01 -3.48 -2.87
H -2.60 -3.91 -3.67
H -1.78 -2.67 1.63
H -5.24 3.42 2.53
C -0.73 6.46 -1.62
H 0.25 -1.57 5.07
C -3.36 2.72 1.79
H 2.38 -1.03 -1.04
C 1.41 5.81 -2.48
H -1.76 5.01 -0.43
H 2.30 6.03 -3.05
H 5.03 -5.18 -0.65
C -2.24 -2.15 -2.47
C -1.47 -1.59 -1.42
H -5.94 1.19 3.37
O 0.22 0.73 2.96
N -0.20 -0.88 4.49
C 4.07 -2.15 -1.79
H 3.14 3.76 -2.67
C 0.14 4.26 -1.10
C -0.28 -3.67 -1.18
H -0.89 -1.26 3.86
C 0.03 2.99 -0.43
O -2.06 -0.68 1.84
H 2.65 0.33 4.09
N -1.65 -0.31 -1.02
C -2.56 0.44 -1.60
C 6.08 -3.50 -2.49
C 3.34 -4.09 0.05
C 1.09 2.03 -0.57
H 2.96 1.59 -1.52
H 3.03 -4.82 0.79
C -0.48 -2.36 -0.74
H 6.96 -3.41 -1.84
C -3.23 -1.33 -3.06
C 0.42 6.76 -2.35
H 1.90 -0.11 5.64
H -2.88 -2.24 2.95
N 0.19 -1.73 0.29
O 1.92 -1.67 2.06
H -0.85 -5.23 -2.53
C -4.99 1.32 2.87
C 2.19 2.35 -1.42
Co -0.36 0.11 0.77
*
```

Calculated values
- ⟨S²⟩ = 0.757
- LUMO energy (alpha / beta) (eV) = -0.55 / -0.55

=====

Quick rundown of calculated total energy, same order as above: -44584.5444; -9864.3816; -102950.0347 eV